(1)
149
Properties=species:S:1:pos:R:3:forces:R:3:lowdin_spin:R:1 method="wB97M-V/def2-TZVPD" charge=+1 spin_multiplicity=6
C 6.9210 -0.4888 -0.0502 0.156 -0.524 0.754 0.00
Br 6.5161 -2.2174 0.9435 0.466 1.509 -0.822 0.00
Br 7.9508 -0.7356 -1.6497 -0.100 -0.206 0.268 0.00
Br 7.8298 0.8599 1.1183 -0.872 -0.923 -0.655 0.00
H 5.9424 -0.1458 -0.3858 0.325 0.198 0.433 0.00
C 0.5493 -2.4328 4.4535 -0.908 -1.084 -1.245 0.00
Br -0.4217 -1.2369 3.1253 0.114 -0.689 1.817 0.00
Br 2.2993 -2.7198 3.6194 -0.643 -0.123 0.753 0.00
Br -0.6223 -4.1085 4.7438 1.348 1.523 -0.442 0.00
H 0.6595 -2.0628 5.4728 -0.147 0.444 -0.508 0.00
C 1.6025 -1.0969 -5.3276 0.252 0.670 0.359 0.00
Br 0.6188 -0.8321 -3.5579 1.146 -0.285 -1.413 0.00
Br 3.3204 -2.2136 -5.2210 -1.936 1.327 -0.022 0.00
Br 1.8790 0.6745 -6.2272 -0.046 -1.595 0.826 0.00
H 0.8527 -1.6252 -5.9167 0.545 -0.063 0.051 0.00
C 1.1955 -5.3657 1.2757 2.255 1.001 0.481 0.01
C 2.6122 -5.9549 0.7313 -2.050 0.229 0.099 0.02
C 2.0577 -7.0987 -0.1285 2.609 -1.585 -1.502 0.00
C 3.1188 -7.4809 -1.2858 -1.608 -0.402 0.771 0.00
C 3.7205 -6.3118 -2.0753 -0.329 -0.594 0.644 0.00
C 3.3747 -4.8983 -1.5182 0.485 -1.368 -1.446 0.02
N 3.5001 -4.9960 -0.0169 -0.511 5.464 1.029 0.38
O 3.6947 -3.7013 0.6612 -0.928 -5.113 -2.587 0.53
C 4.3832 -3.9678 -2.2525 -0.015 0.017 2.725 0.00
C 1.9600 -4.5240 -1.9044 -0.405 0.476 0.166 0.02
C 3.5197 -6.4380 1.8213 -0.237 0.101 1.501 0.01
H 1.3666 -4.8199 2.2036 0.026 0.081 -0.069 0.00
H 0.4643 -6.1340 1.5272 0.204 -0.153 -0.472 0.00
H 0.8507 -4.6387 0.5405 -0.361 -0.270 0.023 0.00
H 2.0202 -8.0046 0.4766 0.265 0.071 0.438 0.00
H 1.0031 -7.0560 -0.4005 0.288 0.824 -0.697 0.00
H 2.6637 -8.2384 -1.9239 -0.273 0.257 -0.304 0.00
H 3.9237 -8.0720 -0.8491 0.052 0.319 0.502 0.00
H 3.4390 -6.3798 -3.1261 -0.140 0.286 0.005 0.00
H 4.7904 -6.5164 -2.0349 0.176 0.632 -0.129 0.00
H 4.1538 -2.9696 -1.8797 0.328 0.320 -0.414 0.00
H 5.3249 -4.2879 -1.8066 0.432 0.452 -0.315 0.00
H 4.4474 -4.0063 -3.3400 -0.513 -0.382 0.304 0.00
H 1.2348 -5.2873 -1.6226 -0.006 0.066 -0.307 0.00
H 1.6685 -3.5939 -1.4167 0.019 0.129 0.207 0.00
H 1.9242 -4.2911 -2.9686 -0.084 -0.364 -0.113 0.00
H 4.5352 -6.6664 1.4979 -0.253 -0.420 -0.202 0.00
H 3.0317 -7.2384 2.3775 0.274 -0.367 -0.177 0.00
H 3.6363 -5.6570 2.5727 0.077 0.297 -0.091 0.00
C 1.7529 5.6759 -4.3017 -1.044 1.378 -0.263 0.01
C 1.7890 4.5901 -3.2347 1.392 -0.880 -0.152 0.02
C 2.1212 5.1938 -1.8212 -3.087 1.112 0.540 0.00
C 0.8574 5.9180 -1.2459 -0.962 -0.551 -0.599 0.00
C -0.3586 4.9962 -1.1269 1.577 -1.358 -0.056 0.00
C -0.7338 4.2238 -2.4665 -0.724 -0.203 1.120 0.02
N 0.5120 3.7238 -3.1612 -0.952 -1.179 -3.931 0.33
O 0.2214 2.9207 -4.3869 1.385 3.548 5.115 0.60
C -1.6400 3.0128 -2.1937 0.646 -1.396 0.603 0.00
C -1.6411 5.1357 -3.2562 0.613 0.664 -0.658 0.01
C 2.9538 3.6419 -3.5961 -0.337 -0.289 -0.551 0.00
H 1.0824 6.4928 -4.0345 -0.244 0.005 0.350 0.00
H 1.3941 5.4257 -5.3000 0.122 -0.825 0.147 0.00
H 2.6929 6.2076 -4.4492 0.361 -0.474 0.289 0.00
H 2.2987 4.4206 -1.0737 0.339 -0.347 -0.245 0.00
H 2.8196 6.0126 -1.6482 0.972 -0.586 -1.248 0.00
H 0.3672 6.7214 -1.7959 1.231 0.569 -0.733 0.00
H 1.1021 6.3698 -0.2846 -0.037 -0.175 0.211 0.00
H -1.1199 5.6643 -0.7242 -0.687 -0.720 -0.199 0.00
H -0.0549 4.2351 -0.4081 -0.531 -0.202 0.220 0.00
H -2.6356 3.2926 -1.8495 0.141 0.136 0.055 0.00
H -1.7420 2.3040 -3.0155 -0.150 0.775 -0.757 0.00
H -1.2066 2.2953 -1.4969 0.233 0.363 0.819 0.00
H -1.1494 6.1007 -3.3790 -0.082 0.069 -0.673 0.00
H -1.9005 4.6241 -4.1831 -0.017 0.482 -0.208 0.00
H -2.5448 5.3539 -2.6871 0.013 -0.263 0.034 0.00
H 2.7418 3.0243 -4.4688 -0.453 -0.002 0.064 0.00
H 3.1824 2.9554 -2.7809 0.227 0.217 0.020 0.00
H 3.8191 4.2151 -3.9292 0.142 0.129 0.593 0.00
C -0.3647 4.2939 2.3665 -1.475 -0.830 -0.687 0.00
C -1.9027 4.1864 2.8169 2.229 1.713 2.236 0.02
C -2.7907 4.4319 1.6959 -1.374 0.399 -3.884 0.00
C -4.2682 4.0417 1.7489 0.678 -1.026 0.778 0.00
C -4.1736 2.5696 2.1133 -0.915 -0.054 0.248 0.00
C -3.5406 2.3151 3.4893 -0.821 -2.690 -0.171 0.02
N -2.1483 2.8254 3.5117 2.459 2.896 4.336 0.32
O -1.3892 2.7945 4.8187 -3.207 -0.381 -5.260 0.59
C -4.5326 2.6594 4.6195 0.623 2.268 -0.389 0.01
C -3.4179 0.7946 3.5433 1.118 -1.358 -0.010 0.01
C -2.0934 5.5201 3.7032 -0.689 -2.324 1.505 0.02
H -0.1408 5.1907 1.7888 -0.368 0.733 0.757 0.00
H -0.1908 3.6166 1.5303 0.120 -1.028 0.516 0.00
H 0.3189 4.1626 3.2052 -0.142 0.012 -0.080 0.00
H -2.7649 5.4703 1.3654 0.461 0.303 0.438 0.00
H -2.4002 3.9300 0.8106 0.039 -0.404 -0.244 0.00
H -4.8024 4.1717 0.8078 0.365 0.161 -0.122 0.00
H -4.8282 4.5963 2.5018 0.017 0.031 0.158 0.00
H -3.6554 1.9689 1.3658 0.429 0.405 -0.242 0.00
H -5.1440 2.0751 2.1559 -0.214 0.141 0.136 0.00
H -5.5496 2.7477 4.2373 -0.056 -0.883 -0.084 0.00
H -4.4625 2.0732 5.5357 0.129 0.048 -0.278 0.00
H -4.3706 3.7193 4.8157 0.246 0.152 0.795 0.00
H -2.9099 0.3545 2.6852 0.448 0.508 -0.254 0.00
H -2.8095 0.4969 4.3972 -0.169 0.018 0.237 0.00
H -4.3137 0.1739 3.5230 -0.600 0.719 0.520 0.00
H -1.4776 6.3244 3.3007 -0.199 -0.144 0.327 0.00
H -1.9414 5.2352 4.7442 1.367 0.310 0.128 0.00
H -3.1310 5.7983 3.8877 -0.356 0.284 -1.169 0.00
C -3.8493 -3.4506 -3.2492 -0.424 -0.024 -1.182 0.00
C -3.3535 -3.0256 -1.8272 -0.087 -2.599 -2.109 0.02
C -2.1134 -2.0912 -2.0197 -1.142 -0.610 0.147 0.00
C -1.6523 -1.4463 -0.7406 -0.037 1.017 -1.079 0.00
C -2.8938 -0.7889 -0.0844 1.435 0.418 -1.158 0.00
C -4.1456 -1.6776 0.1439 1.069 2.448 0.427 0.02
N -4.4924 -2.4816 -1.0522 -2.651 -2.727 1.352 0.32
O -5.6889 -3.3439 -0.8891 5.167 3.522 -0.740 0.59
C -3.7498 -2.4138 1.4019 -0.786 -2.339 0.402 0.01
C -5.3183 -0.7629 0.5032 -0.503 -0.188 0.473 0.00
C -2.8963 -4.4268 -1.2829 0.074 0.772 1.032 0.02
H -3.0371 -3.6543 -3.9471 0.631 0.271 0.344 0.00
H -4.5050 -2.8109 -3.8399 0.062 0.906 0.580 0.00
H -4.4034 -4.3840 -3.3483 -0.087 -0.180 1.008 0.00
H -1.3001 -2.7119 -2.3957 -0.298 -0.079 -0.382 0.00
H -2.3976 -1.3629 -2.7793 0.157 0.204 0.014 0.00
H -1.0226 -0.5976 -1.0077 0.037 0.442 -0.266 0.00
H -0.8519 -2.0542 -0.3189 -0.869 -0.605 1.310 0.00
H -3.0743 0.0661 -0.7360 -0.583 -0.165 -0.674 0.00
H -2.4848 -0.1992 0.7360 -0.737 -0.601 1.051 0.00
H -2.7932 -2.9363 1.4076 0.209 0.170 -0.574 0.00
H -3.7281 -1.8385 2.3274 -0.414 0.379 -0.324 0.00
H -4.4908 -3.2104 1.4694 -0.124 -0.176 0.672 0.00
H -6.1444 -1.4147 0.7875 -0.116 0.160 0.178 0.00
H -5.0283 -0.1382 1.3481 -0.016 -0.237 0.206 0.00
H -5.7201 -0.0485 -0.2154 0.443 -0.358 -0.660 0.00
H -2.5629 -4.3429 -0.2485 -0.353 -0.106 0.284 0.00
H -2.0062 -4.8294 -1.7663 -0.200 0.196 -0.641 0.00
H -3.7344 -5.1164 -1.3833 0.198 -0.012 0.279 0.00
O 0.7581 1.3612 0.5407 0.019 -0.288 -0.643 0.01
C 1.5446 0.5013 0.0535 -0.166 3.992 1.516 0.00
N 1.7124 -0.5903 0.7279 0.849 -1.749 -0.373 0.00
C 2.4529 0.8982 -1.0467 0.115 -0.818 -1.572 0.00
H 1.0011 -0.7594 1.4247 0.557 -0.565 0.190 0.00
H 2.5045 -1.1699 0.4895 -0.427 -0.740 0.329 0.00
H 3.4436 1.2869 -0.8108 -0.219 0.252 0.784 0.00
H 1.9332 1.6138 -1.6838 0.031 -0.014 0.069 0.00
H 2.6873 0.0230 -1.6526 -0.089 -0.057 -0.243 0.00
O 3.9441 2.6545 4.1806 2.111 0.661 1.598 0.80
C 2.8949 2.0558 3.8939 -2.704 -1.924 0.842 0.09
N 2.4702 2.2471 2.7160 0.299 1.047 -1.951 0.02
C 2.1404 1.2394 4.9233 0.983 -0.320 1.245 0.06
H 3.0432 2.9049 2.2069 -0.239 0.004 -0.716 0.00
H 1.6313 1.9294 2.2519 -0.909 -0.593 -0.277 0.00
H 1.0524 1.2985 4.8942 0.057 0.704 -0.377 0.01
H 2.5492 1.5141 5.8956 -0.430 0.439 0.166 0.00
H 2.3770 0.1755 4.9403 0.401 -0.098 -0.929 0.00

(2)
20
Properties=species:S:1:pos:R:3:forces:R:3:lowdin_spin:R:1 method="wB97M-V/def2-TZVPD" de_lowest_kcal_mol=51.9 charge=+1 spin_multiplicity=2
C -0.8319 -0.9039 -0.2446 -0.034 -0.335 -2.613 0.10
C -1.9722 0.1574 0.0807 0.199 1.057 -1.708 0.13
C -1.3390 1.6095 -0.0665 3.183 -3.211 -0.887 0.04
O -0.2957 1.6893 0.8518 -0.068 1.071 1.720 0.02
N -0.7514 -1.8292 0.7948 -1.033 0.814 1.274 0.64
H 0.0908 -0.4323 -0.4936 1.003 0.390 0.675 0.00
H -1.0412 -1.3891 -1.2519 -0.492 0.085 1.364 0.03
H -2.2021 0.0605 1.1368 -1.059 -0.048 -0.181 0.00
H -2.7021 0.0916 -0.7716 -0.157 -0.414 1.648 0.00
H -2.0596 2.3576 0.1758 -0.467 0.551 -0.291 0.01
H -0.7827 1.6016 -1.0571 -1.687 0.705 0.401 0.00
H 0.4223 1.0567 0.7591 0.054 0.039 -0.443 0.00
H -1.6359 -2.2945 1.0241 0.335 -0.444 -0.329 0.01
H -0.2678 -1.5543 1.6639 0.548 -0.249 -0.582 0.01
H 1.9288 0.9561 -2.2735 0.210 0.159 -0.129 0.00
H 3.1922 1.0386 -1.3800 -0.015 0.191 -0.152 0.00
O 2.4474 0.4794 -1.6209 -0.245 -0.351 0.343 0.00
H 2.5315 -0.6422 0.2365 -0.647 1.384 -0.835 0.00
H 2.9092 -1.4467 1.2503 -0.875 1.143 1.446 0.00
O 2.3594 -0.6060 1.1860 1.247 -2.537 -0.722 0.00

(3)
12
Properties=species:S:1:pos:R:3:forces:R:3:lowdin_spin:R:1 method="wB97M-V/def2-TZVPD" charge=+3 spin_multiplicity=5
C 1.2967 1.1511 0.1312 1.107 0.071 0.599 0.00
C 0.4585 0.4088 -0.8695 0.643 1.504 -0.777 0.00
O -0.1072 -0.8038 -0.3909 0.042 -2.215 -0.038 0.00
C -1.2398 -0.8001 0.4412 -1.289 3.496 2.005 0.00
O -1.4801 -0.0444 1.3654 1.705 -0.969 -1.502 0.00
O -2.0625 -1.6272 -0.0121 0.340 -5.006 -2.394 -0.01
O 1.3200 0.9201 1.3202 -0.587 -0.007 -0.580 0.00
H 1.9694 1.9067 -0.3194 -0.263 0.011 0.112 0.00
H 1.0879 0.1561 -1.7319 -0.077 0.038 0.187 0.00
H -0.3127 1.1107 -1.2290 -0.061 -0.312 0.051 0.00
Ho -0.7460 -3.0930 -1.2208 -1.715 3.005 1.757 4.02
Li -0.1842 0.7151 2.5157 0.155 0.385 0.580 0.00

(4)
25
Properties=species:S:1:pos:R:3:forces:R:3:lowdin_spin:R:1 method="wB97M-V/def2-TZVPD" charge=-1 spin_multiplicity=3
C -1.2546 2.3004 -1.5184 0.030 -0.555 0.216 0.01
C 0.1265 0.6401 -2.0460 0.286 0.278 0.070 0.00
C -0.6290 1.1332 -1.0307 0.223 -0.405 0.113 0.04
C -1.0285 0.7317 0.3090 0.236 0.144 0.018 0.09
C -0.4283 -0.1991 1.0538 -1.340 1.951 -1.892 0.49
C 1.2154 -1.3187 -1.3496 -0.884 0.401 -0.698 0.06
C 1.9408 -2.7651 0.5035 1.798 -0.754 -2.856 0.56
C -3.5018 0.6249 0.7399 3.081 -3.080 3.097 0.00
C 3.7350 -0.7041 0.5944 -0.460 -0.723 -1.168 0.03
C -2.2466 1.4218 0.9138 0.947 2.467 2.287 0.04
N -1.8158 3.1493 -2.0246 -0.944 1.880 -0.768 0.01
N 0.9063 -0.4709 -2.1866 0.768 -0.419 0.597 0.06
N 1.4464 -2.3187 -0.7527 -0.234 -1.471 1.848 0.03
S 0.3895 -1.2583 1.8417 1.004 -1.276 2.376 0.42
S 3.7234 -2.5317 0.5079 -0.584 -0.084 0.808 0.13
H 0.2292 1.2760 -2.8949 -0.221 0.305 -0.592 0.00
H 1.6245 -3.7796 0.7468 -0.018 0.361 0.166 0.02
H -3.8710 0.7621 -0.1744 -1.676 0.500 -3.776 0.00
H -4.1870 0.8602 1.4871 -1.546 0.363 1.196 0.00
H -3.1945 -0.4856 0.8584 -0.758 1.578 -0.149 0.00
H 2.8603 -0.3417 -0.0146 1.132 -0.024 0.733 0.00
H 4.7012 -0.4425 0.1492 -0.346 0.361 0.149 0.00
H 3.6552 -0.4382 1.6295 -0.083 0.475 0.316 0.00
H -1.9097 1.6520 2.0184 -1.104 -1.037 -1.598 0.00
H -2.4868 2.5023 0.6391 0.695 -1.236 -0.492 0.00

| no. | strongest force on any atom (eV/A) | E (Ha) |
| --- | --- | --- |
| 1 | 6.38 | -25634.6323 |
| 2 | 4.61 | -402.2048 |
| 3 | 5.56 | -1371.5025 |
| 4 | 5.35 | -1347.5175 |